No. 1
{
  "formula": "C14H24N6O",
  "method": "the ωB97M-V functional and the def2-TZVPD basis",
  "elements": ["C", "C", "N", "H", "H", "H", "C", "C", "N", "H", "H", "H", "C", "C", "N", "H", "H", "H", "C", "C", "N", "H", "H", "H", "C", "C", "N", "H", "H", "H", "C", "C", "N", "H", "H", "H", "C", "C", "O", "H", "H", "H", "H", "H", "H"],
  "xyz": [[-0.85040, 1.55769, -2.80140], [-0.68140, 3.04369, -3.21040], [-0.54540, 4.18769, -3.52940], [-0.58540, 1.29569, -1.78640], [-1.82940, 1.27669, -3.07040], [-0.06340, 0.94669, -3.11840], [3.09460, 0.71769, 2.07560], [3.21760, 2.22069, 1.62160], [3.22860, 3.40069, 1.32560], [3.50760, 0.36169, 3.04560], [2.03260, 0.51369, 2.24860], [3.40160, 0.11369, 1.34760], [-5.08740, -1.72331, 0.59360], [-3.81040, -2.56531, 0.72460], [-2.89340, -3.21831, 0.73160], [-5.76840, -2.31631, 0.99560], [-4.81140, -0.83331, 1.12260], [-5.35740, -1.48131, -0.43140], [4.37460, -1.82431, -2.34140], [3.02860, -1.13431, -2.10240], [2.13660, -0.62131, -1.80840], [5.33060, -1.75931, -1.86040], [3.95960, -2.86831, -2.24740], [4.60660, -1.62631, -3.32140], [0.27960, -4.62931, 0.66660], [1.23760, -3.43031, 1.20060], [1.94260, -2.58531, 1.63960], [-0.51540, -4.47931, -0.12640], [0.85360, -5.49531, 0.60360], [-0.47140, -4.85031, 1.45460], [-0.85840, 4.18169, -0.04140], [0.19660, 5.29169, -0.43840], [1.03760, 6.15369, -0.70240], [-1.44740, 4.37169, 0.93960], [-1.53340, 4.21369, -0.82840], [-0.35140, 3.36469, 0.12160], [-1.90940, 0.54969, 1.77460], [-0.75640, -0.41731, 1.22960], [0.09960, 0.28569, 0.38560], [-2.58940, 0.70369, 1.02560], [-1.37340, 1.55869, 1.98160], [-2.50840, 0.12669, 2.41160], [-1.30040, -1.24231, 0.69260], [-0.24340, -0.90031, 2.01060], [0.57560, -0.43631, -0.20440]],
  "forces_ev_per_angstrom": [[0.7, 2.8, 0.4], [0.8, 2.5, -0.4], [-0.7, -5.0, 1.3], [-0.9, 1.1, 1.2], [-0.9, -0.7, -0.3], [1.0, -0.8, -2.2], [-1.9, 3.7, 2.8], [0.0, 4.0, -0.2], [0.0, -6.9, 1.6], [0.5, 1.2, -0.7], [0.0, 0.3, -0.5], [1.3, -2.4, -3.1], [5.0, 0.8, -1.5], [-3.7, 2.4, -1.3], [2.4, -1.7, 0.3], [-3.5, -2.0, 2.1], [-0.7, 0.6, 0.5], [0.4, -0.2, -0.1], [-3.8, -1.9, 0.6], [13.3, -5.4, -2.1], [-10.9, 5.7, 3.1], [-0.3, 0.9, 1.5], [1.2, 0.5, -0.4], [0.4, 0.1, -2.6], [-1.4, 2.8, 1.8], [-0.1, 0.5, -0.1], [-2.4, -3.0, -1.6], [1.9, 0.6, 0.2], [1.1, -1.3, -0.7], [0.8, 0.4, 0.3], [-0.6, 6.6, 1.5], [3.9, 4.2, -0.4], [-5.7, -5.8, 1.7], [1.2, 0.4, -1.6], [-1.2, -0.6, -1.5], [2.6, -4.7, 0.3], [6.8, 2.4, -3.1], [-3.4, 0.0, -0.4], [1.6, -1.9, -2.2], [-1.3, 0.9, -2.7], [-1.3, -1.7, 0.4], [-2.5, -2.2, 4.8], [0.6, 0.6, 0.2], [0.8, -0.4, 1.3], [-1.1, 2.4, 1.6]],
  "lowdin_charge": [-0.044, -0.208, 0.116, 0.044, 0.056, 0.036, -0.064, -0.187, 0.087, 0.089, 0.049, -0.013, -0.005, -0.226, 0.142, 0.020, 0.065, 0.091, -0.018, -0.242, 0.172, 0.078, 0.097, 0.034, -0.056, -0.178, 0.109, 0.074, 0.025, 0.061, -0.052, -0.200, 0.083, 0.113, 0.021, -0.024, -0.034, -0.329, -0.147, 0.022, 0.113, -0.004, 0.083, 0.064, 0.088],
  "energy_ha": -951.345316,
  "homo_ev": -10.20,
  "e_above_lowest_kj_mol": 70.6,
  "smiles": "CC#N.CC#N.CC#N.CC#N.CC#N.CC#N.CCO",
  "orbital_gap_ev": 10.38
}

***

No. 2
{
  "formula": "C14H24NO2S",
  "method": "the ωB97M-V functional and the def2-TZVPD basis",
  "elements": ["O", "H", "C", "C", "O", "C", "C", "C", "C", "C", "S", "H", "H", "H", "H", "H", "H", "H", "H", "C", "N", "C", "C", "H", "H", "C", "H", "C", "C", "C", "H", "H", "H", "H", "H", "H", "H", "H", "H", "H", "H", "H"],
  "xyz": [[-1.11887, -3.26444, -0.84508], [-1.95814, -3.40323, -0.77561], [-0.60504, -1.89670, -0.55272], [-0.85591, -1.83100, 0.97456], [-0.48227, -0.67271, 1.24152], [-1.61096, 0.28470, 1.88738], [-2.72534, 0.44694, 0.99480], [-3.95071, 0.17669, 0.77079], [-4.73966, 0.53591, -0.34252], [-3.91981, 1.13925, -1.17873], [-2.39229, 1.61627, -0.64626], [-4.37212, 1.66851, -2.22171], [-5.70482, 0.09110, -0.48191], [-4.31954, -0.28549, 1.77162], [-1.05873, 1.29631, 1.93905], [-2.06464, -0.05975, 2.88378], [-1.91283, -2.14880, 1.34577], [-0.30990, -2.57565, 1.60134], [-1.24471, -1.09966, -1.10211], [0.68758, -1.85505, -0.81624], [1.29044, -0.61067, -0.66789], [0.97497, 0.51741, -1.46597], [1.19222, 1.96117, -1.03354], [0.28944, 2.09110, -0.25333], [1.08851, 2.68252, -2.18907], [2.57296, 2.21360, -0.35740], [3.37453, 1.76884, -0.95514], [2.61693, 1.67558, 0.98957], [3.07969, 0.05880, 1.10236], [2.81836, -0.75136, -0.17671], [3.37032, -0.26552, -1.16138], [3.00871, -1.78322, -0.20085], [4.27915, 0.18352, 1.04016], [2.81318, -0.56248, 1.86571], [1.55296, 1.43502, 1.47768], [3.25212, 2.31624, 1.71455], [2.52067, 3.27707, -0.36804], [0.08452, 0.30164, -1.74958], [1.78663, 0.29897, -2.41685], [0.71819, -0.16514, 0.37912], [1.30520, -2.79378, -0.25381], [0.66901, -2.01253, -1.76736]],
  "forces_ev_per_angstrom": [[9.8, 2.0, -1.8], [-8.1, -0.5, 0.8], [-11.9, -3.2, 3.7], [-3.3, -7.5, -1.3], [-0.1, 10.8, 5.3], [1.3, 0.9, 0.5], [4.1, 3.7, -4.4], [-4.2, -3.1, 5.0], [0.3, -1.8, 1.2], [-1.7, 3.9, -5.2], [0.5, -1.6, 1.6], [1.6, -1.7, 2.9], [-0.4, 0.4, -0.3], [-0.4, 0.1, -2.0], [-0.7, -1.9, 0.4], [1.6, 0.0, -1.1], [1.0, 1.0, -1.2], [0.4, -0.2, -1.0], [0.9, -1.2, 1.0], [7.4, -3.5, 1.9], [2.4, 3.4, 9.4], [8.2, 0.4, -4.3], [-1.5, 0.1, -1.2], [2.0, 0.8, -1.7], [0.0, -2.3, 4.0], [-2.0, -0.1, -1.9], [0.0, 0.7, -0.2], [-1.3, -3.6, 4.8], [4.6, 3.2, -4.6], [-0.7, 4.1, -3.9], [-1.0, -1.3, 2.6], [0.4, -1.2, 0.5], [-2.5, -0.8, 0.6], [-0.9, -0.7, 2.8], [1.8, 1.8, -0.9], [-1.2, -1.4, -1.1], [1.2, 0.9, 0.3], [-6.0, -0.5, -2.5], [-2.5, 0.9, 1.8], [1.4, -2.1, -2.4], [-1.7, 2.8, -1.5], [1.1, -1.9, -6.4]],
  "lowdin_charge": [0.059, -0.007, -0.312, -0.305, -0.168, -0.053, -0.356, -0.203, -0.160, -0.507, 0.953, 0.162, 0.116, 0.172, 0.143, 0.166, 0.172, 0.155, 0.185, -0.205, -0.122, -0.227, -0.160, 0.100, 0.231, -0.252, 0.117, -0.171, -0.120, -0.064, 0.166, 0.087, 0.163, 0.064, 0.124, 0.143, 0.105, 0.020, 0.204, 0.232, 0.245, 0.107],
  "energy_ha": -1150.623712,
  "homo_ev": -12.10,
  "charge": 1,
  "orbital_gap_ev": 9.50
}

***

Which formula does entry 1 have? C14H24N6O

***

Number 2 is which compound? C14H24NO2S